# 1
The following is a quantum chemistry calculation of C29H34Cl5CsN2O4SeSi2Te as an isolated structure, from the OMol25 dataset.

```
! wB97M-V def2-TZVPD RIJCOSX def2/J DEFGRID3
* xyz -2 1
Cs -0.339 0.520 0.441
Cl -3.508 -5.243 -1.791
C -2.414 -3.899 -1.954
C -2.426 -3.126 -3.094
Cl -3.515 -3.494 -4.402
C -1.548 -2.032 -3.185
Cl -1.504 -1.078 -4.659
C -0.641 -1.658 -2.173
O 0.117 -0.633 -2.264
C -0.573 -2.541 -0.995
O 0.299 -2.327 -0.071
C -1.499 -3.595 -0.928
Cl -1.464 -4.576 0.514
C 5.122 0.716 1.722
Si 6.020 -0.570 0.698
C 6.263 -2.131 1.708
C 7.726 0.114 0.269
C 5.070 -0.959 -0.849
Te 2.982 -1.427 -0.424
C 2.759 -2.387 -2.318
Si 3.078 -4.221 -2.262
C 1.823 -5.095 -1.204
C 2.993 -4.896 -4.021
C 4.816 -4.556 -1.614
H 5.701 1.008 2.602
H 4.154 0.346 2.068
H 4.931 1.616 1.131
H 6.805 -1.925 2.635
H 6.830 -2.874 1.140
H 5.298 -2.573 1.964
H 8.304 0.328 1.172
H 7.644 1.041 -0.305
H 8.294 -0.602 -0.332
H 5.505 -1.840 -1.328
H 5.103 -0.133 -1.565
H 3.437 -1.862 -2.996
H 1.742 -2.144 -2.629
H 0.830 -5.023 -1.659
H 1.742 -4.626 -0.221
H 2.068 -6.153 -1.079
H 2.004 -4.708 -4.447
H 3.171 -5.975 -4.048
H 3.733 -4.414 -4.666
H 4.933 -4.145 -0.608
H 5.580 -4.109 -2.257
H 5.007 -5.632 -1.566
C -3.395 1.277 -2.714
N -2.833 2.192 -1.740
C -3.453 2.642 -0.618
Se -5.171 2.324 -0.095
N -2.543 3.398 0.060
C -1.335 3.412 -0.620
C -0.095 3.928 -0.286
C 0.954 3.642 -1.152
C 0.771 2.854 -2.291
C -0.472 2.330 -2.621
C -1.517 2.646 -1.770
H -4.406 1.034 -2.401
H -2.792 0.372 -2.759
H -3.410 1.741 -3.701
H -2.596 3.486 1.069
H 0.058 4.456 0.645
H 1.947 3.999 -0.911
H 1.624 2.594 -2.904
H -0.589 1.628 -3.436
Cl -4.023 -2.216 6.741
C -3.116 -1.079 5.761
C -2.305 -0.150 6.387
C -1.587 0.743 5.609
C -1.697 0.745 4.221
C -2.514 -0.209 3.623
C -3.219 -1.133 4.384
C -0.930 1.788 3.411
O 0.259 1.959 3.735
O -1.573 2.359 2.491
H -2.233 -0.136 7.466
H -0.920 1.459 6.072
H -2.606 -0.259 2.545
H -3.833 -1.886 3.910
*
```

Results
E_HOMO in eV: -1.380
ΔE to the lowest compared entry with this formula, charge and spin in kcal/mol: 13.4
Lowest unoccupied orbital energy in Eh: 0.1293
Kohn-Sham gap in hartree: 0.1800
M in Da: 1047.5

# 2
The following is a quantum chemistry calculation of C29H34ClO3Os as an isolated structure, from the OMol25 dataset.

```
! wB97M-V def2-TZVPD RIJCOSX def2/J DEFGRID3
* xyz 1 5
Os 0.134 -0.190 0.481
C 1.801 4.651 0.028
C 0.641 3.650 -0.081
C -0.684 4.301 0.296
C 0.969 2.418 0.734
C 1.866 1.476 0.228
C 2.236 0.313 0.951
C 1.683 0.089 2.239
C 2.097 -1.126 3.033
C 0.798 1.051 2.756
C 0.419 2.158 2.001
H 1.593 5.534 -0.579
H 2.746 4.221 -0.313
H 1.929 4.975 1.064
H 0.575 3.323 -1.122
H -0.638 4.765 1.285
H -1.511 3.587 0.287
H -0.918 5.092 -0.416
H 2.296 1.624 -0.755
H 3.017 -0.335 0.576
H 1.645 -2.039 2.644
H 1.803 -1.024 4.076
H 3.180 -1.252 2.985
H 0.334 0.873 3.720
H -0.321 2.835 2.411
C -4.832 -3.862 2.647
C -4.399 -3.851 1.207
C -4.214 -5.013 0.492
C -3.813 -4.969 -0.843
Cl -3.577 -6.442 -1.705
C -3.595 -3.759 -1.490
C -3.754 -2.579 -0.792
C -4.156 -2.629 0.544
O -4.347 -1.534 1.309
C -3.957 -0.268 0.790
C -2.443 -0.186 0.718
O -1.758 -0.531 1.714
O -1.869 0.196 -0.352
H -4.921 -4.883 3.012
H -5.796 -3.364 2.767
H -4.119 -3.323 3.276
H -4.381 -5.972 0.969
H -3.306 -3.750 -2.533
H -3.574 -1.638 -1.296
H -4.306 0.459 1.517
H -4.398 -0.058 -0.180
C 0.494 -3.948 -1.766
C 0.668 -2.445 -1.523
C -0.056 -1.686 -2.639
C 0.100 -2.081 -0.155
C 2.163 -2.064 -1.455
C 2.699 -0.996 -2.171
C 4.034 -0.624 -2.009
C 4.857 -1.319 -1.136
C 4.335 -2.400 -0.429
C 3.005 -2.759 -0.583
H -0.568 -4.209 -1.762
H 0.991 -4.551 -1.005
H 0.911 -4.217 -2.741
H -1.100 -2.005 -2.664
H 0.389 -1.897 -3.616
H -0.055 -0.606 -2.485
H 0.228 -2.823 0.636
H 2.078 -0.438 -2.864
H 4.432 0.205 -2.583
H 5.898 -1.040 -1.022
H 4.969 -2.965 0.243
H 2.617 -3.596 -0.012
*
```

Results
E_HOMO (alpha / beta) in eV: -10.313 / -10.351
Lowest unoccupied orbital energy (alpha / beta) in Eh: -0.1413 / -0.2041
Kohn-Sham gap (alpha / beta) in hartree: 0.2377 / 0.1763
M in Da: 656.3
<S²>: 6.023

# 3
The following is a quantum chemistry calculation of a 6-piece molecular cluster, C29H34F17N3O11 overall, from the OMol25 dataset.

```
! wB97M-V def2-TZVPD RIJCOSX def2/J DEFGRID3
* xyz 0 1
H 1.938 -0.540 -4.769
N 2.679 0.158 -4.900
C 3.772 -0.296 -4.460
C 3.787 -1.722 -3.797
C 5.059 0.568 -4.539
C 5.664 0.769 -3.086
C 7.195 0.745 -3.109
N 8.292 0.543 -3.269
C 5.157 2.106 -2.471
F 3.778 2.159 -2.692
C 5.779 3.311 -3.187
N 6.290 4.234 -3.566
C 5.353 2.248 -0.937
C 4.908 0.983 -0.148
O 5.679 0.262 0.310
F 3.570 0.765 -0.060
H 3.608 -1.536 -2.708
H 4.821 -2.134 -3.853
H 3.028 -2.383 -4.247
H 5.798 0.158 -5.254
H 4.759 1.570 -4.915
H 5.364 -0.116 -2.478
H 6.388 2.521 -0.657
H 4.661 3.059 -0.605
C 0.281 1.487 0.448
C 1.038 2.510 1.271
O 0.235 3.681 1.509
C -0.719 3.556 2.430
O -0.944 2.561 3.057
C -1.472 4.878 2.601
F -1.855 5.395 1.422
F -0.706 5.801 3.208
F -2.576 4.733 3.342
H -0.072 1.934 -0.484
H 0.916 0.633 0.214
H -0.600 1.123 0.978
H 1.916 2.842 0.719
H 1.391 2.091 2.215
C -4.648 0.454 4.092
C -4.336 0.901 2.680
O -4.105 -0.229 1.816
C -5.191 -0.900 1.430
O -6.315 -0.633 1.743
C -4.801 -2.049 0.498
F -3.797 -2.790 0.995
F -4.389 -1.594 -0.702
F -5.822 -2.882 0.270
H -3.854 -0.190 4.471
H -4.756 1.314 4.754
H -5.570 -0.124 4.130
H -3.417 1.487 2.677
H -5.124 1.537 2.272
C 11.112 0.581 -0.343
C 10.380 1.888 -0.567
O 10.985 2.961 0.179
C 12.124 3.448 -0.317
O 12.661 3.063 -1.314
C 12.635 4.597 0.556
F 12.650 4.272 1.860
F 11.859 5.689 0.430
F 13.879 4.960 0.230
H 11.165 0.352 0.723
H 10.606 -0.235 -0.859
H 12.138 0.633 -0.709
H 9.356 1.797 -0.203
H 10.324 2.146 -1.626
C -7.343 -1.752 -2.525
C -7.030 -1.306 -3.939
O -6.800 -2.432 -4.806
C -7.886 -3.100 -5.196
O -9.009 -2.832 -4.883
C -7.497 -4.246 -6.133
F -6.494 -4.989 -5.633
F -7.085 -3.783 -7.328
F -8.519 -5.075 -6.364
H -6.550 -2.397 -2.145
H -7.449 -0.891 -1.864
H -8.267 -2.329 -2.485
H -6.110 -0.722 -3.941
H -7.817 -0.668 -4.347
C -8.119 -5.877 5.419
C -8.784 -4.534 5.191
O -8.139 -3.494 5.948
C -6.972 -3.063 5.470
O -6.439 -3.472 4.479
C -6.417 -1.941 6.351
F -6.434 -2.261 7.656
F -7.134 -0.810 6.220
F -5.151 -1.641 6.039
H -8.093 -6.112 6.485
H -8.657 -6.666 4.894
H -7.087 -5.875 5.069
H -9.815 -4.574 5.539
H -8.811 -4.270 4.132
*
```

Results
E_HOMO in eV: -10.632
SMILES: [H]/N=C(\C)C[C@@H](C#N)[C@](F)(C#N)CC(=O)F.CCOC(=O)C(F)(F)F.CCOC(=O)C(F)(F)F.CCOC(=O)C(F)(F)F.CCOC(=O)C(F)(F)F.CCOC(=O)C(F)(F)F
Lowest unoccupied orbital energy in Eh: -0.0003
Kohn-Sham gap in hartree: 0.3905
M in Da: 923.6

It is found that the total energy values, taken in the order of the records, are -7105.745880, -1901.688502, -3815.119672 hartree.